Density functional theory data (ωB97M-V/def2-TZVPD) for C18H18ClN2O3ReS3Te as an isolated structure.

```
! RIJCOSX wB97M-V def2-TZVPD def2/J DEFGRID3
* xyz 1 2
Re -0.85693 -1.30206 0.97905
C -3.14780 -3.25375 -1.39598
Te -3.14939 -2.57053 0.60170
C -2.46300 -4.48159 1.25965
H -3.85508 -4.07904 -1.44271
H -2.14920 -3.59235 -1.64943
H -3.45936 -2.43149 -2.03008
H -1.61735 -4.76317 0.63938
H -3.27470 -5.19678 1.13098
H -2.16686 -4.45865 2.30642
S 5.95559 -2.57521 -0.26394
C 4.38201 -2.19952 -0.42875
S 3.12966 -3.41336 -0.46269
C 1.92068 -2.17040 -0.49924
N 2.37912 -0.97586 -0.52071
N 3.73862 -0.96549 -0.51037
C 4.35636 0.34281 -0.54816
C 5.54281 0.55211 -1.22648
C 6.12310 1.81347 -1.19525
C 5.51672 2.85610 -0.50963
C 4.30253 2.64350 0.12657
C 3.71832 1.38784 0.10944
S 0.21676 -2.56144 -0.59886
H 6.00441 -0.24312 -1.79574
H 7.05734 1.97514 -1.71896
H 5.98614 3.83145 -0.47354
H 3.80925 3.45479 0.64754
H 2.77103 1.21204 0.60022
Cl -3.85881 6.33422 -0.94271
C -3.44669 4.66240 -0.89117
C -2.16744 4.28930 -0.50627
C -1.85089 2.94542 -0.43386
C -2.81163 1.98244 -0.73655
C -4.08274 2.37302 -1.14968
C -4.40241 3.71428 -1.23237
C -2.53467 0.55488 -0.53477
O -3.36763 -0.31286 -0.69741
O -1.27069 0.25049 -0.13914
H -1.43463 5.04739 -0.26195
H -0.85531 2.63914 -0.14372
H -4.81634 1.61851 -1.39918
H -5.38687 4.03060 -1.55265
C -1.74130 -1.80727 3.95357
O -0.93721 -1.55074 2.77637
H -1.08640 -2.15916 4.73993
H -2.49421 -2.55875 3.75228
H -2.22492 -0.88878 4.26888
*
```

Summary:
HOMO level (alpha / beta), eV: -10.5 / -10.5
Lowest unoccupied orbital energy (alpha / beta), eV: -4.80 / -4.68
Total energy, Eh: -3032.733793
Strongest force on any atom, eV Å⁻¹: 2.40
Expectation value of S²: 0.760
Energy relative to the best compared isomer or geometry (same formula, charge and spin), kcal/mol: 0.00
Orbital gap (alpha / beta), eV: 5.70 / 5.83